Below is a single C2H3N3O3 molecule, with properties calculated with ωB97M-V with the def2-TZVPD basis set.

Results
structure (SMILES)	O/N=c1\nc(O)o[nH]1
spin multiplicity	1
electronic energy	-12729.1970	eV
energy relative to the best compared isomer or geometry (same formula, charge and spin)	459.3	kJ/mol
HOMO energy	-9.488	eV

XYZ file:
```
11
Properties=species:S:1:pos:R:3:forces:R:3
O 1.616620 -1.869016 0.026065 -0.29 -3.15 -0.03
N 0.200485 -1.841249 -0.396534 3.62 -9.63 1.13
C -0.206606 -0.744762 -0.461118 -1.67 6.39 0.29
N 0.578869 0.327042 -0.332496 0.88 5.21 0.76
C -0.183690 1.290406 0.065451 -0.64 3.25 -0.19
O -0.028743 2.713595 0.294100 4.20 -2.08 -2.37
O -1.511281 1.083327 0.252881 1.42 -2.33 -1.91
N -1.597905 -0.404915 -0.318104 -1.15 0.50 4.97
H 1.872848 -2.895234 0.274222 -1.70 3.75 -1.28
H 0.920461 3.091619 -0.158800 -3.81 -2.05 1.92
H -1.661059 -0.750814 0.754332 -0.87 0.14 -3.29
```
Forces are in eV/Å.

***

Below is a single C2H3N3O3 molecule, with properties calculated with ωB97M-V with the def2-TZVPD basis set.

Results
structure (SMILES)	[H]/N=c1/c(=O)o[nH]n1O
spin multiplicity	1
electronic energy	-12730.4731	eV
energy relative to the best compared isomer or geometry (same formula, charge and spin)	336.2	kJ/mol
HOMO energy	-10.510	eV

XYZ file:
```
11
Properties=species:S:1:pos:R:3:forces:R:3
H -1.534135 -1.392762 -0.592934 -0.03 -0.67 0.00
N -0.583360 -1.767974 -0.456247 1.69 2.57 0.27
C 0.116146 -0.677070 -0.338439 -3.76 -2.79 -0.91
C 1.574137 -0.482811 -0.140712 0.65 1.43 -0.75
O 2.509410 -1.118715 -0.461192 0.24 -0.86 0.14
O 1.700570 0.837168 0.271651 -1.05 -0.68 0.52
N 0.379983 1.213059 0.688535 -0.47 -0.27 1.59
N -0.478092 0.634842 -0.390348 2.22 0.04 1.25
O -1.764818 0.694741 0.142096 0.57 -1.04 -0.13
H 0.134144 0.563454 1.554847 0.72 1.57 -1.75
H -2.053984 1.496070 -0.277258 -0.75 0.68 -0.23
```
Forces are in eV/Å.

***

Below is a molecular structure, C2H3N3O3, with properties calculated with ωB97M-V with the def2-TZVPD basis set.

Results
spin multiplicity	1
electronic energy	-12728.6484	eV
energy relative to the best compared isomer or geometry (same formula, charge and spin)	512.3	kJ/mol
HOMO energy	-10.026	eV

XYZ file:
```
11
Properties=species:S:1:pos:R:3:forces:R:3
C -1.069476 0.370470 -0.019929 -5.42 1.65 1.51
C 0.759463 1.049977 -0.100612 3.77 0.97 -0.08
H -2.716611 -0.393055 -0.031680 -1.26 -0.87 -0.09
H 2.817846 -0.871262 -0.178088 -4.10 -0.64 3.36
H -0.532088 -1.615514 0.129007 -0.09 1.74 -1.60
N -0.461431 1.482467 0.087653 -2.12 -0.44 0.03
N 0.860942 -0.321315 -0.506124 1.48 -1.83 0.65
N -0.472082 -0.748873 -0.528939 -0.56 -2.02 2.12
O -2.388574 0.405328 0.361435 1.97 -0.81 -0.98
O 1.735388 1.688623 0.082877 2.36 0.76 -0.06
O 1.466619 -1.046845 0.704404 3.96 1.48 -4.86
```
Forces are in eV/Å.

***

Below is a single C2H3N3OS molecule, with properties calculated with ωB97M-V with the def2-TZVPD basis set.

Results
structure (SMILES)	Oc1n[nH]nc1S
spin multiplicity	1
electronic energy	-19473.8551	eV
energy relative to the best compared isomer or geometry (same formula, charge and spin)	118.8	kJ/mol
HOMO energy	-8.836	eV

XYZ file:
```
10
Properties=species:S:1:pos:R:3:forces:R:3
O -0.425687 2.089501 0.052364 3.28 3.90 -1.49
C -0.414158 0.797035 -0.025768 -1.64 -2.43 0.82
N -1.600111 0.192921 0.005302 0.38 0.55 -1.29
N -1.295960 -1.080240 -0.136442 -4.00 -1.24 1.93
N -0.052833 -1.417279 0.001636 1.37 1.15 -0.38
C 0.550533 -0.198641 0.049231 1.55 -1.24 -0.57
S 2.330501 0.033954 -0.058420 -0.62 -1.01 0.50
H 0.412380 2.483997 -0.424993 -2.45 -1.08 1.54
H -2.149746 -1.678025 0.121971 2.39 0.49 -0.74
H 2.645081 -1.223222 0.415123 -0.26 0.91 -0.32
```
Forces are in eV/Å.

***

Below is a single C2H3N3OS molecule, with properties calculated with ωB97M-V with the def2-TZVPD basis set.

Results
structure (SMILES)	C/N=[N+](\[O-])SC#N
spin multiplicity	1
electronic energy	-19471.2370	eV
energy relative to the best compared isomer or geometry (same formula, charge and spin)	371.4	kJ/mol
HOMO energy	-10.422	eV

XYZ file:
```
10
Properties=species:S:1:pos:R:3:forces:R:3
C -0.145948 -0.246849 -0.209105 -1.31 2.80 1.90
N -0.194475 0.287630 -1.545386 0.66 1.06 -1.81
N -0.250812 1.539807 -1.679165 0.17 -2.25 0.42
O -0.459416 2.356267 -0.819833 -0.19 1.67 0.59
S 0.058662 2.215327 -3.382649 -0.35 -0.20 0.36
C 1.546846 1.478352 -3.620189 1.06 -0.78 0.19
N 2.576444 0.944663 -3.689136 -0.95 0.58 -0.12
H -0.927042 -0.995206 -0.178651 -0.06 -0.16 0.44
H 0.804983 -0.674561 -0.079961 1.23 -0.92 -0.01
H -0.228855 0.574637 0.655244 -0.25 -1.81 -1.96
```
Forces are in eV/Å.

***

Below is a single C2H3N3OS molecule, with properties calculated with ωB97M-V with the def2-TZVPD basis set.

Results
structure (SMILES)	[H]/N=c1\ocnn1S
spin multiplicity	1
electronic energy	-19473.7892	eV
energy relative to the best compared isomer or geometry (same formula, charge and spin)	125.2	kJ/mol
HOMO energy	-9.119	eV

XYZ file:
```
10
Properties=species:S:1:pos:R:3:forces:R:3
H 1.398716 -1.194003 -2.000302 -0.56 0.09 0.20
N 1.372197 -0.455707 -1.306035 -0.99 0.75 0.67
C 0.288674 -0.193728 -0.694935 0.91 -1.16 0.05
O -0.942526 -0.886050 -0.724633 0.79 0.49 -0.50
C -1.686342 -0.352708 0.272020 0.32 0.53 -0.37
N -1.140154 0.554371 0.965944 0.49 0.20 -0.61
N 0.095695 0.744239 0.316258 0.65 0.23 1.09
S 1.292826 1.659735 1.144857 0.17 -0.95 -0.28
H -2.721582 -0.536591 0.252593 -0.95 -0.73 0.37
H 2.042497 0.660442 1.774232 -0.84 0.55 -0.62
```
Forces are in eV/Å.

***

Below is a single C2H3N3OS molecule, with properties calculated with ωB97M-V with the def2-TZVPD basis set.

Results
spin multiplicity	1
electronic energy	-19469.1950	eV
energy relative to the best compared isomer or geometry (same formula, charge and spin)	568.4	kJ/mol
HOMO energy	-7.766	eV

XYZ file:
```
10
Properties=species:S:1:pos:R:3:forces:R:3
C 0.625331 -1.510790 -0.393266 0.03 0.07 -0.81
C -0.299499 0.816427 -0.402246 0.53 -2.98 4.36
N -0.154101 -0.212928 1.339958 -1.14 3.96 -2.91
N 0.340970 -1.300827 0.906479 0.79 -0.90 -1.73
N -0.750593 2.049027 -0.352999 0.04 0.12 -0.24
O 0.608279 -2.229717 1.708757 -0.13 -0.26 0.94
S 0.282668 -0.248109 -1.508382 -0.07 0.05 0.40
H 1.019000 -2.455989 -0.706952 0.02 -0.06 -0.04
H -0.966986 2.424243 0.559424 -0.01 0.01 -0.16
H -0.705067 2.668662 -1.150772 -0.06 -0.02 0.18
```
Forces are in eV/Å.

***

Below is 2 unconnected molecules or ions with the total composition C2H3N3S, with properties calculated with ωB97M-V with the def2-TZVPD basis set.

Results
spin multiplicity	1
electronic energy	-17423.9633	eV
energy relative to the best compared isomer or geometry (same formula, charge and spin)	369.9	kJ/mol
HOMO energy	-8.258	eV

XYZ file:
```
9
Properties=species:S:1:pos:R:3:forces:R:3
C 2.401345 -0.287464 -0.308680 -3.13 -1.75 0.17
C -1.342463 0.826064 0.892522 -1.02 -0.62 -0.67
N 1.292278 -0.586767 -0.567176 5.03 1.25 0.68
N -2.131698 0.115842 0.328858 -0.33 0.33 0.04
N 0.425917 -1.210875 -1.093330 -5.96 -0.99 -0.72
S -0.191946 1.616008 1.595469 0.00 0.16 0.17
H 3.121760 0.349932 -0.066755 2.61 2.30 0.61
H -3.060789 0.062670 -0.108653 1.11 0.32 0.64
H -0.514404 -0.885409 -0.672255 1.68 -1.01 -0.92
```
Forces are in eV/Å.